12
Properties=species:S:1:pos:R:3:nbo_charge:R:1 method="wB97M-V/def2-TZVPD" homo_lumo_gap_ev=8.484 de_lowest_kj_mol=708.6 total_energy_ev=-6311.85605 charge=0
C 0.641 -0.047 -1.885 0.023
C -0.339 -0.979 1.242 -0.597
C 0.664 0.088 0.787 -0.464
H -1.366 -0.659 1.044 0.217
H -0.165 -1.917 0.707 0.218
H -0.235 -1.164 2.315 0.218
H 0.504 1.030 1.322 0.230
C -0.584 0.297 -2.824 -0.023
H 1.688 -0.230 1.015 0.250
C -0.548 1.064 -1.714 -0.366
H -0.535 2.150 -1.685 0.261
C 0.607 0.313 -0.670 0.034

---

89
Properties=species:S:1:pos:R:3:lowdin_charge:R:1 method="wB97M-V/def2-TZVPD" homo_lumo_gap_ev=8.748 de_lowest_kj_mol=14.5 total_energy_ev=-68046.46232 charge=-1
C -2.132 3.913 -0.755 -0.534
H -0.913 2.904 0.687 0.062
C -1.203 -4.959 0.961 -0.072
H 1.430 -4.465 -2.197 0.093
H 4.200 -1.617 -3.497 0.085
H 0.714 0.935 2.957 0.070
C 3.952 3.243 5.249 -0.085
O 0.521 -6.700 -0.450 0.026
H -5.298 0.692 -1.145 0.085
N -2.636 -0.286 2.491 0.033
H -5.660 -4.338 -0.392 0.080
O 0.178 -1.546 1.473 -0.375
H 4.342 2.324 5.678 0.081
C -3.552 -1.131 3.012 -0.572
C 3.586 -2.466 -3.201 -0.008
H 3.413 2.665 -0.616 0.088
H -4.466 -0.247 -2.351 0.084
H 2.664 -5.525 -1.370 0.071
C -5.561 -2.288 -0.961 -0.558
H -3.750 1.374 2.976 0.083
C 2.067 1.931 4.353 -0.547
O 4.836 4.274 -1.803 0.035
H 2.969 6.483 -3.101 0.075
H 3.233 5.135 -4.208 0.083
H -0.014 -3.633 -0.148 0.092
C 4.711 -5.876 -4.444 -0.075
H -1.281 6.347 -0.126 0.069
H -0.886 -5.576 1.805 0.089
O 0.520 0.502 0.314 -0.369
H 2.537 -2.184 -3.127 0.081
O -1.189 -1.012 -0.352 -0.353
N -4.817 -1.265 -0.515 0.029
H 4.636 5.993 -3.609 0.077
C -2.057 6.434 -0.880 -0.088
H -3.579 0.350 -0.931 0.053
N -2.428 5.115 -1.334 0.000
C 0.698 -5.490 -0.487 -0.556
H 3.529 3.886 6.020 0.081
H 4.377 -6.773 -3.912 0.080
O 2.113 1.141 5.276 0.048
O 1.088 -1.536 -0.706 -0.364
H 4.807 3.729 4.774 0.079
H 2.179 -3.947 -0.740 0.067
H -1.693 -4.059 1.314 0.055
H -2.014 -2.675 3.276 0.076
C 1.827 -4.847 -1.253 -0.012
H 2.896 3.605 3.478 0.119
C -5.860 -3.371 0.060 0.003
H 4.185 -5.804 -5.387 0.078
H -6.927 -3.330 0.293 0.082
H 1.712 4.620 -2.005 0.125
N 4.442 -4.695 -3.657 -0.003
H 2.337 3.710 0.369 0.069
N 2.587 4.280 -1.648 0.003
C -2.910 1.125 2.331 -0.049
C 3.772 -3.618 -4.156 -0.564
O -5.956 -2.381 -2.120 0.014
O -2.714 2.896 -1.082 0.053
H -1.737 -0.672 2.240 0.085
H -3.516 -3.245 2.557 0.064
C 3.641 5.656 -3.339 -0.012
H -1.646 6.997 -1.720 0.080
H -4.381 -1.308 0.390 0.107
H 1.189 2.482 2.400 0.057
H -1.937 -5.559 0.409 0.087
O 3.360 -3.576 -5.295 0.039
H 3.878 -2.691 -2.169 0.070
H -2.914 6.965 -0.467 0.081
C 0.969 1.931 3.318 0.000
H -1.428 4.495 1.208 0.091
C -3.097 -2.535 3.273 -0.004
H 4.779 -4.646 -2.713 0.122
C 2.505 3.258 -0.608 -0.060
N 2.980 2.938 4.223 -0.009
H 0.103 2.369 3.820 0.087
H -5.330 -3.236 1.002 0.054
H 1.698 2.573 -0.871 0.076
H -3.461 -2.875 4.244 0.086
O -4.705 -0.785 3.251 0.011
H -0.139 4.346 0.048 0.064
Cl 0.146 -0.883 0.179 0.635
H -3.074 5.038 -2.103 0.136
H -3.265 1.348 1.316 0.075
C -1.102 3.917 0.338 -0.008
H 5.787 -6.000 -4.595 0.077
C 3.755 4.691 -2.183 -0.572
N -0.090 -4.596 0.140 0.015
H -2.015 1.713 2.507 0.061
C -4.520 -0.069 -1.280 -0.065

---

39
Properties=species:S:1:pos:R:3:nbo_charge:R:1 method="wB97M-V/def2-TZVPD" smiles="O=C(CSCc1ccccc1Cl)NCCSc1ccccn1" homo_lumo_gap_ev=8.614 de_lowest_kj_mol=1496.2 total_energy_ev=-56072.59884 charge=0
H -4.356 -1.206 -0.013 0.202
C -2.209 -1.711 -0.108 0.075
C -1.081 1.905 2.057 -0.307
O 3.064 -0.190 1.276 -0.676
H 1.889 2.391 -1.817 0.215
S 1.197 0.279 -2.432 0.109
C -3.407 -1.570 -0.724 -0.243
C -3.664 -1.444 -1.866 -0.104
H 3.166 -1.239 -1.536 0.209
C 0.598 -1.319 1.974 -0.236
H -1.687 1.165 -1.243 0.229
H -0.356 -2.880 3.063 0.277
H 0.151 -0.425 2.285 0.205
H 0.444 1.981 -2.538 0.171
H -2.479 -1.894 -3.693 0.128
C 2.167 -0.528 0.370 0.658
C 0.858 1.786 -1.803 -0.572
S -2.123 -1.732 1.638 0.314
C 0.194 2.472 1.795 -0.125
C -0.520 -2.316 2.114 -0.622
H 3.588 0.434 -1.171 0.212
H -4.351 -1.343 -2.432 0.186
Cl 2.473 3.003 0.575 0.025
C -2.371 -1.682 -2.874 -0.189
C -1.615 1.454 0.956 -0.153
H -1.587 2.022 3.033 0.244
H 0.692 2.870 2.904 0.216
N -1.163 -2.105 -0.756 -0.492
C 0.800 2.535 0.698 -0.173
H -2.709 1.060 0.764 0.197
H -0.003 -3.239 1.389 0.248
N 0.989 -1.106 0.493 -0.583
H 1.654 -1.662 2.519 0.256
C -1.081 1.443 -0.491 -0.242
C 2.876 -0.303 -1.125 -0.404
C -1.125 -2.084 -2.295 0.049
H -0.251 -2.364 -2.577 0.187
H 0.453 -1.195 -0.152 0.395
C 0.182 1.918 -0.268 0.116

---

70
Properties=species:S:1:pos:R:3:nbo_charge:R:1 method="wB97M-V/def2-TZVPD" smiles="CCOc1cc(C(=O)O[C@H](C)C(=O)Nc2ccc(NC(C)=O)cc2)ccc1OCC(=O)N1CCCCC1" homo_lumo_gap_ev=8.314 total_energy_ev=-47339.25345 charge=0
C -0.405 -7.222 -4.249 -0.399
O 1.659 -4.026 0.601 -0.464
C -3.781 1.454 3.851 -0.616
C -2.576 3.115 2.382 0.656
C -0.950 -4.940 -3.377 -0.226
H -2.027 -5.135 -3.416 0.187
H 1.004 4.484 1.494 0.213
C -0.474 0.727 2.662 0.811
C 1.931 -1.905 1.544 0.331
H 2.037 0.051 2.433 0.241
O 3.249 -2.207 1.473 -0.500
O -1.967 8.862 -1.960 -0.601
C -0.415 6.890 -0.421 0.135
H 0.717 10.415 -1.987 0.225
H -0.774 -3.869 -3.481 0.251
C 4.190 -1.237 1.892 -0.063
C 0.895 -5.008 -0.046 -0.165
H -3.669 0.582 4.489 0.214
C 1.051 -2.902 1.050 0.302
H -4.411 1.203 3.002 0.230
H 1.153 -7.399 -2.772 0.200
C 0.081 -7.591 -2.850 -0.407
H 6.334 -1.100 1.965 0.212
H 1.000 8.062 -1.294 0.392
C -2.094 5.501 0.602 -0.171
H 0.827 -5.466 -4.458 0.205
H -0.556 3.217 2.471 0.435
C -2.423 1.915 3.349 0.005
C -0.758 8.850 -1.931 0.683
C 0.320 -4.485 -1.376 0.655
H -0.323 -7.007 -0.802 0.209
O -3.659 3.489 1.992 -0.602
C -0.836 -1.514 1.616 -0.151
H -1.733 -6.953 -1.872 0.194
H 1.616 6.370 0.047 0.204
O 0.542 -3.350 -1.744 -0.612
C 0.232 5.069 1.015 -0.217
H 4.048 -1.008 2.957 0.171
H 5.697 -2.731 2.230 0.214
H 5.707 -2.047 0.605 0.216
H -1.901 -1.357 1.643 0.230
C 0.573 6.128 0.202 -0.238
H 1.600 -5.820 -0.243 0.218
C -0.319 -2.688 1.098 -0.292
C 0.021 -0.534 2.096 -0.198
H 4.061 -0.312 1.313 0.174
C -0.233 -5.722 -4.477 -0.407
H -3.131 5.254 0.756 0.246
C -1.751 6.563 -0.213 -0.249
H 0.745 9.337 -3.392 0.225
H -0.093 -8.650 -2.651 0.213
N -0.003 7.954 -1.232 -0.602
H 0.153 -7.783 -5.000 0.214
C 0.099 9.851 -2.683 -0.713
H -1.000 -3.429 0.712 0.217
H -0.637 -5.434 -5.448 0.215
H -1.461 -7.487 -4.348 0.195
H -1.775 2.223 4.183 0.207
C 5.577 -1.816 1.658 -0.617
O 0.247 1.618 3.078 -0.651
N -0.456 -5.343 -2.072 -0.441
H -4.252 2.258 4.407 0.227
N -1.380 3.665 2.072 -0.613
H 0.089 -5.375 0.606 0.192
H -0.547 10.537 -3.222 0.242
C 1.405 -0.736 2.053 -0.258
O -1.807 0.804 2.686 -0.497
C -0.657 -6.749 -1.805 -0.211
C -1.107 4.744 1.225 0.118
H -2.521 7.145 -0.691 0.257